Formula: C30H27N4O2RuS
Source: OMol25
Level of theory: ωB97M-V/def2-TZVPD

Summary:
Total energy   -55018.76179 eV
HOMO energy (spin up / spin down)   -0.2769 / -0.2978 hartree
HOMO-LUMO gap (spin up / spin down)   7.339 / 5.326 eV
2S+1   6
Energy above the lowest of the compared OMol25 structures with the same formula, charge and spin   42.4 kcal per mole
Net charge   0

Last column: Löwdin spin population.
Cartesian coordinates (Å):
Ru: -0.3530 -0.0916 0.0692  3.347
C: 1.9701 1.2312 1.2459  0.021
C: 2.6589 0.1638 1.8184  0.021
C: 3.6712 -0.4572 1.1042  0.002
C: 3.9845 -0.0283 -0.1808  0.010
C: 3.2933 1.0273 -0.7542  0.001
C: 2.2869 1.6654 -0.0374  0.019
H: 1.2135 1.7496 1.8230  0.003
H: 2.3961 -0.1666 2.8159  0.001
H: 4.2080 -1.2909 1.5373  0.000
H: 4.7633 -0.5284 -0.7418  0.001
H: 3.5464 1.3589 -1.7540  0.000
H: 1.7703 2.5158 -0.4660  0.002
C: -0.6884 -2.7659 2.6651  0.003
C: -0.1440 -1.5982 3.4434  0.010
C: 0.7089 -1.8291 4.5174  -0.001
C: 1.1581 -0.7870 5.3113  0.010
C: 0.7406 0.5066 5.0437  -0.001
C: -0.1064 0.7788 3.9759  0.010
C: -0.5768 2.1853 3.7301  0.001
C: -0.5264 -0.2814 3.1592  0.013
N: -1.2943 -0.0041 1.9953  0.119
C: -2.5665 0.4171 2.1775  0.020
O: -3.1682 0.5219 3.2372  0.040
C: -3.2496 0.8021 0.8907  0.010
C: -4.5293 1.3315 0.8361  0.002
C: -5.0315 1.7011 -0.4030  0.002
C: -4.2517 1.5443 -1.5431  0.003
C: -2.9868 1.0069 -1.3955  0.010
N: -2.5271 0.6394 -0.2068  0.087
C: -2.0467 0.7611 -2.5450  0.019
O: -2.4203 0.8720 -3.7043  0.024
N: -0.8036 0.4036 -2.1427  0.141
C: 0.0904 -0.1098 -3.0211  0.132
C: 1.0438 0.7117 -3.6391  0.205
C: 0.9269 2.1920 -3.4961  0.028
C: 2.0876 0.1310 -4.4028  0.039
C: 2.1714 -1.2007 -4.6372  0.211
C: 1.2018 -2.1792 -4.0950  0.026
C: 0.1430 -1.5834 -3.1370  0.026
C: -1.2103 -2.2740 -3.0928  0.005
H: 0.0676 -3.5415 2.5407  0.000
H: -1.0446 -2.4777 1.6793  0.002
H: -1.5318 -3.2025 3.2057  0.000
H: 1.0132 -2.8467 4.7336  0.000
H: 1.8236 -0.9816 6.1425  0.001
H: 1.0756 1.3250 5.6706  0.000
H: 0.1083 2.9084 4.1724  0.000
H: -1.5662 2.3261 4.1694  0.001
H: -0.6740 2.4034 2.6649  0.001
H: -5.0894 1.4429 1.7534  0.001
H: -6.0271 2.1176 -0.4823  0.000
H: -4.5977 1.8223 -2.5284  0.001
H: 0.0463 2.5424 -4.0417  0.012
H: 1.8040 2.7039 -3.8882  0.000
H: 0.7781 2.4654 -2.4518  0.006
H: 2.8632 0.7866 -4.7805  -0.001
H: 3.0031 -1.6095 -5.1984  0.010
H: 0.9013 -2.9633 -4.7871  0.005
H: -1.0696 -3.3520 -3.1724  0.000
H: -1.8462 -1.9311 -3.9094  0.001
H: -1.7103 -2.0678 -2.1469  -0.001
S: 1.0333 -2.0364 -0.3773  0.220
C: 1.1226 -2.1538 -2.0899  0.064
N: 1.9625 -2.7227 -2.8794  0.058